Record 1
DFT (ωB97M-V with the def2-TZVPD basis set) results for a 12-piece molecular cluster, C36H64O36 overall.

Last column: Mulliken charge in e.
Geometry (Å):
C 1.86 -5.97 3.05  -0.343
O 0.69 -5.78 3.85  -0.422
C 0.02 -4.62 3.80  0.656
O -0.89 -4.36 4.53  -0.594
O 0.44 -3.88 2.78  0.021
C -0.20 -2.64 2.52  -1.169
H 1.94 -7.04 2.83  0.263
H 2.75 -5.82 3.66  0.254
H 1.87 -5.40 2.13  0.093
H -0.04 -2.43 1.46  0.251
H 0.48 -1.91 2.98  0.484
H -1.20 -2.39 2.84  0.449
C -4.18 2.22 -1.01  -0.207
O -4.47 3.34 -0.16  -0.277
C -5.43 3.19 0.77  0.781
O -6.15 2.27 0.99  -0.577
O -5.33 4.30 1.51  -0.214
C -6.18 4.41 2.65  -0.807
H -3.17 1.84 -0.88  -0.200
H -4.36 2.51 -2.04  0.192
H -4.93 1.49 -0.71  0.408
H -5.73 5.11 3.35  0.253
H -6.44 3.44 3.07  0.332
H -7.15 4.75 2.28  0.323
C -2.28 -5.35 0.22  -0.406
O -1.46 -5.19 -0.92  -0.398
C -0.14 -5.35 -0.79  0.931
O 0.39 -5.88 0.15  -0.607
O 0.43 -4.75 -1.82  -0.300
C 1.85 -4.90 -1.93  -0.493
H -3.30 -5.24 -0.13  0.231
H -2.06 -4.62 1.01  -0.010
H -2.20 -6.34 0.68  0.376
H 2.27 -5.11 -0.95  0.231
H 2.28 -4.09 -2.50  -0.071
H 2.12 -5.79 -2.50  0.511
C 2.74 4.77 -2.80  -0.678
O 1.40 5.09 -3.11  -0.383
C 0.50 5.21 -2.15  0.872
O 0.79 5.12 -0.98  -0.506
O -0.73 5.20 -2.61  -0.364
C -1.84 5.33 -1.72  -0.345
H 3.09 4.07 -3.55  0.316
H 2.80 4.22 -1.86  0.269
H 3.44 5.61 -2.77  0.304
H -1.69 4.65 -0.88  -0.009
H -2.75 4.93 -2.16  0.239
H -1.97 6.36 -1.40  0.434
C 4.64 -1.35 -1.81  -0.628
O 4.47 -2.73 -2.11  0.104
C 5.59 -3.44 -2.19  0.511
O 6.71 -3.06 -1.99  -0.567
O 5.22 -4.71 -2.41  -0.224
C 6.19 -5.74 -2.34  -0.748
H 5.15 -1.17 -0.86  0.367
H 3.65 -0.92 -1.75  -0.120
H 5.30 -0.86 -2.54  0.394
H 5.71 -6.65 -2.67  0.243
H 6.64 -5.84 -1.35  0.307
H 7.07 -5.57 -2.98  0.303
C -2.37 -1.32 -2.05  -0.783
O -1.72 -0.42 -2.94  -0.097
C -2.39 0.55 -3.52  0.772
O -3.60 0.65 -3.54  -0.666
O -1.54 1.45 -3.97  -0.219
C -1.93 2.71 -4.44  -0.606
H -3.46 -1.33 -2.10  0.584
H -2.06 -1.16 -1.03  0.101
H -2.15 -2.33 -2.43  0.232
H -2.47 2.70 -5.39  0.422
H -1.06 3.31 -4.70  0.263
H -2.48 3.35 -3.75  0.032
C -0.30 2.24 3.57  -0.354
O -0.98 3.46 3.71  -0.286
C -1.55 3.93 2.61  -0.044
O -1.60 3.46 1.51  0.093
O -2.14 5.08 3.00  -0.373
C -2.81 5.89 2.07  -0.662
H 0.59 2.32 2.92  0.143
H -0.93 1.48 3.10  0.152
H 0.14 1.87 4.49  0.369
H -3.06 5.34 1.17  0.084
H -2.13 6.69 1.74  0.302
H -3.72 6.42 2.33  0.356
C 3.28 -1.73 1.40  -0.477
O 3.47 -2.40 2.63  -0.098
C 4.65 -2.24 3.24  0.681
O 5.60 -1.65 2.81  -0.561
O 4.61 -3.00 4.33  -0.289
C 5.80 -3.05 5.09  -0.708
H 3.31 -2.46 0.59  0.291
H 3.96 -0.93 1.12  0.405
H 2.28 -1.29 1.34  -0.156
H 6.64 -3.25 4.42  0.300
H 5.82 -3.73 5.93  0.256
H 6.07 -2.07 5.52  0.288
O 1.29 -1.53 -1.45  0.090
C 0.97 -0.41 -1.19  0.054
O 1.30 0.72 -1.89  -0.410
C 0.56 1.81 -1.35  0.985
C 0.00 1.30 -0.03  1.087
O 0.24 -0.10 -0.13  -0.013
H 1.08 2.76 -1.27  -0.013
H -0.33 2.00 -1.96  -0.606
H -1.03 1.59 0.17  -0.585
H 0.56 1.68 0.82  -0.606
O -2.54 -0.46 1.47  -0.263
C -3.55 -1.11 1.55  0.539
O -4.38 -1.29 0.51  -0.215
C -5.57 -1.94 0.95  -0.446
C -5.11 -2.51 2.31  -0.293
O -4.09 -1.59 2.65  -0.343
H -6.34 -1.18 1.13  0.267
H -5.96 -2.68 0.25  0.338
H -4.71 -3.53 2.24  0.224
H -5.91 -2.38 3.03  0.303
O 0.79 5.54 5.65  -0.544
C 0.86 5.52 4.47  0.723
O 1.56 4.61 3.75  -0.463
C 1.20 4.75 2.40  1.792
C 0.64 6.19 2.30  -0.171
O 0.32 6.45 3.66  -0.386
H 2.03 4.60 1.71  0.557
H 0.41 4.02 2.18  -1.610
H -0.17 6.13 1.58  -0.215
H 1.40 6.90 1.99  0.481
O 0.69 0.28 -7.19  -0.544
C 0.83 -0.61 -6.42  0.596
O -0.11 -1.48 -6.00  -0.406
C 0.40 -2.16 -4.87  0.375
C 1.91 -2.14 -5.12  0.385
O 2.05 -1.00 -5.95  -0.388
H 0.02 -1.61 -4.01  -0.466
H 0.01 -3.17 -4.72  0.355
H 2.22 -3.09 -5.57  0.271
H 2.46 -2.00 -4.18  -0.216

Results
**Kohn-Sham gap**: 0.39618 Eh
**Relative energy (zero: lowest compared OMol25 entry of this formula, charge and spin)**: 0.196 eV
**Electronic energy**: -4118.80452 hartree



Record 2
DFT (ωB97M-V with the def2-TZVPD basis set) results for one molecule with the formula C2H4N2O2S.

Last column: Mulliken charge in e.
Geometry (Å):
C -0.46 -1.09 -0.39  0.639
C 0.87 -0.61 -0.90  -0.560
N -1.15 -0.31 0.48  -0.196
N 0.47 1.77 0.06  -0.499
O -0.77 -2.12 -0.95  -0.546
O 0.75 0.12 1.94  -0.506
S -0.23 0.97 1.32  0.530
H 1.84 -0.98 -0.45  0.304
H 0.77 0.22 -1.51  0.380
H -2.04 -0.44 0.76  0.199
H -0.05 2.46 -0.37  0.256

Results
**Kohn-Sham gap (alpha / beta)**: 0.32608 / 0.23827 Eh
**Relative energy (zero: lowest compared OMol25 entry of this formula, charge and spin)**: 5.290 eV
**Electronic energy**: -736.61049 hartree



Record 3
DFT (ωB97M-V with the def2-TZVPD basis set) results for a 2-piece molecular cluster, HNO2S overall.

Last column: Mulliken charge in e.
Geometry (Å):
N -0.10 -0.78 0.17  -0.127
O 2.34 -0.22 -0.23  -0.414
O -1.31 0.68 -0.10  -0.438
S 0.99 0.26 -0.18  0.628
H -1.91 0.06 0.34  0.351

Results
**Kohn-Sham gap (alpha / beta)**: 0.35064 / 0.35069 Eh
**Relative energy (zero: lowest compared OMol25 entry of this formula, charge and spin)**: 2.644 eV
**Electronic energy**: -603.86330 hartree



Record 4
DFT (ωB97M-V with the def2-TZVPD basis set) results for an isolated ion of composition C3H3Cl2O3 and charge -1.

Last column: Mulliken charge in e.
Geometry (Å):
O 2.56 -0.48 -0.55  -0.661
C 1.47 -0.20 -0.01  0.500
O 1.44 -0.42 1.34  -0.477
C 0.20 0.22 -0.71  -0.739
C -1.20 0.00 0.18  0.704
O -1.11 -0.04 1.43  -0.754
Cl -2.38 1.28 -0.54  -0.345
Cl -2.03 -1.55 -0.42  -0.315
H 0.59 -0.12 1.74  0.413
H -0.01 0.03 -1.77  0.436
H 0.47 1.28 -0.70  0.239

Results
**Kohn-Sham gap**: 0.33845 Eh
**Relative energy (zero: lowest compared OMol25 entry of this formula, charge and spin)**: 0.452 eV
**Electronic energy**: -1262.31492 hartree
**Charge**: -1



Record 5
DFT (ωB97M-V with the def2-TZVPD basis set) results for C48H40N8O16 as an isolated structure.

Last column: Mulliken charge in e.
Geometry (Å):
C -20.85 -26.36 -34.80  -1.189
C -21.59 -26.78 -35.91  -0.477
C -22.99 -26.67 -36.01  -0.784
C -23.64 -26.01 -34.97  -0.150
C -22.89 -25.56 -33.86  -1.130
C -21.48 -25.63 -33.81  -0.047
N -25.06 -25.87 -35.11  0.598
O -25.56 -25.99 -36.24  -0.684
O -25.79 -25.69 -34.15  -0.529
H -19.77 -26.46 -34.78  0.472
H -21.23 -27.22 -36.83  0.439
H -23.61 -27.04 -36.81  1.571
H -23.33 -25.01 -33.04  1.214
H -20.99 -25.12 -32.99  0.560
C -29.33 -27.02 -27.99  1.421
C -29.53 -28.00 -27.01  0.038
C -29.80 -27.71 -25.71  -0.994
C -29.91 -26.33 -25.38  -0.014
C -29.84 -25.31 -26.34  -0.849
C -29.52 -25.70 -27.69  -0.779
N -30.31 -25.96 -23.97  0.911
O -30.25 -26.79 -23.05  -0.595
O -30.69 -24.85 -23.67  -0.592
H -29.08 -27.24 -29.02  0.038
H -29.56 -29.03 -27.34  0.215
H -30.05 -28.53 -25.06  0.468
H -29.93 -24.25 -26.14  0.449
H -29.26 -24.99 -28.46  0.468
C -24.59 -28.57 -32.34  -0.592
C -25.57 -28.28 -31.37  0.033
C -25.44 -27.17 -30.58  -0.864
C -24.40 -26.26 -30.82  0.344
C -23.45 -26.50 -31.83  -0.757
C -23.57 -27.62 -32.66  -1.061
N -24.27 -25.09 -29.96  1.140
O -24.60 -25.17 -28.79  -0.633
O -23.85 -24.07 -30.49  -0.635
H -24.74 -29.42 -32.98  0.118
H -26.30 -28.99 -31.01  0.105
H -26.19 -27.13 -29.81  0.408
H -22.64 -25.79 -31.90  1.445
H -22.90 -27.83 -33.48  0.994
C -23.45 -29.49 -35.86  -0.478
C -23.45 -29.05 -37.18  -1.014
C -24.56 -28.40 -37.73  -0.562
C -25.63 -28.05 -36.87  0.592
C -25.60 -28.46 -35.48  0.658
C -24.50 -29.18 -34.96  -0.686
N -26.85 -27.41 -37.44  1.257
O -27.63 -26.82 -36.73  -0.498
O -26.99 -27.44 -38.68  -0.776
H -22.64 -30.07 -35.44  0.410
H -22.74 -29.40 -37.92  0.516
H -24.57 -28.15 -38.78  0.565
H -26.51 -28.25 -34.94  -0.131
H -24.56 -29.42 -33.91  0.285
C -32.41 -30.28 -30.25  -0.691
C -31.65 -31.45 -30.08  -1.070
C -30.31 -31.43 -29.79  -0.930
C -29.65 -30.19 -29.59  0.340
C -30.36 -28.98 -29.77  1.361
C -31.72 -29.06 -30.08  -0.501
N -28.21 -30.14 -29.36  1.144
O -27.69 -29.28 -28.69  -0.510
O -27.63 -31.10 -29.84  -0.683
H -33.43 -30.33 -30.59  0.430
H -32.10 -32.44 -30.06  0.412
H -29.84 -32.39 -29.65  0.497
H -29.78 -28.07 -29.75  -0.690
H -32.16 -28.10 -30.32  0.724
C -32.01 -27.07 -32.64  0.776
C -32.08 -28.36 -33.10  0.122
C -33.02 -29.19 -32.62  -0.795
C -34.05 -28.78 -31.83  -0.128
C -34.07 -27.40 -31.45  -0.871
C -33.03 -26.52 -31.88  -1.975
N -35.01 -29.87 -31.25  1.015
O -35.08 -30.86 -31.93  -0.542
O -35.70 -29.59 -30.25  -0.595
H -31.22 -26.43 -33.03  0.468
H -31.34 -28.72 -33.80  0.797
H -32.97 -30.19 -33.03  0.540
H -35.01 -27.11 -31.01  0.517
H -33.00 -25.46 -31.65  0.512
C -30.04 -29.90 -38.03  -0.584
C -31.07 -30.06 -37.09  -1.139
C -31.44 -28.91 -36.34  0.076
C -30.77 -27.70 -36.53  -0.058
C -29.67 -27.67 -37.42  -0.127
C -29.29 -28.72 -38.13  -0.365
N -31.06 -26.48 -35.82  0.851
O -31.64 -26.64 -34.76  -0.474
O -30.62 -25.40 -36.24  -0.645
H -29.82 -30.70 -38.72  0.423
H -31.62 -30.98 -37.13  0.439
H -32.22 -29.08 -35.60  0.566
H -29.12 -26.74 -37.49  0.948
H -28.40 -28.72 -38.74  0.525
C -28.24 -27.51 -34.63  -1.117
C -29.44 -27.85 -33.94  0.251
C -29.51 -27.62 -32.58  0.910
C -28.50 -26.95 -31.84  -0.592
C -27.22 -26.69 -32.49  -1.285
C -27.14 -27.01 -33.85  0.649
N -28.62 -26.71 -30.39  0.577
O -29.72 -26.60 -29.80  -0.178
O -27.61 -26.63 -29.69  -0.542
H -28.27 -27.76 -35.68  1.021
H -30.36 -28.12 -34.44  -1.156
H -30.39 -28.00 -32.09  -0.166
H -26.43 -26.18 -31.98  1.830
H -26.24 -26.79 -34.41  -0.547

Results
**Kohn-Sham gap**: 0.24065 Eh
**Relative energy (zero: lowest compared OMol25 entry of this formula, charge and spin)**: 26.848 eV
**Electronic energy**: -3493.29153 hartree



Record 6
DFT (ωB97M-V with the def2-TZVPD basis set) results for a 5-piece molecular cluster, C16H32O6 overall.

Last column: Mulliken charge in e.
Geometry (Å):
C 3.19 0.99 -2.57  -1.649
C 2.41 -0.07 -1.89  0.422
O 2.75 -0.21 -0.55  -0.235
C 2.16 -1.20 0.24  0.737
C 2.82 -1.25 1.54  -0.799
O 1.19 -1.93 -0.05  -0.582
H 3.19 1.92 -1.98  0.333
H 2.90 1.32 -3.52  0.398
H 4.21 0.65 -2.54  0.432
H 1.27 0.13 -1.96  -0.054
H 2.72 -0.93 -2.59  0.284
H 2.38 -0.37 2.29  -0.002
H 3.89 -1.12 1.36  0.406
H 2.50 -2.26 2.11  0.284
C 2.08 3.19 3.17  -1.225
C 1.31 2.10 3.95  0.925
C 1.39 2.17 5.41  -1.216
O 0.69 1.14 3.39  -0.479
H 1.98 3.11 2.06  0.131
H 3.06 2.95 3.23  0.439
H 1.85 4.13 3.44  0.489
H 0.81 2.97 5.95  0.297
H 2.54 2.19 5.63  0.291
H 1.21 1.29 5.92  0.378
C -0.07 2.52 -0.56  -0.360
C -1.26 1.58 -0.91  0.792
C -2.36 1.62 0.07  -1.093
O -1.24 0.93 -2.11  -0.574
H 0.91 2.00 -1.14  -0.038
H 0.35 2.70 0.44  -0.099
H -0.27 3.56 -0.91  0.408
H -2.96 2.45 -0.12  0.418
H -1.88 1.72 1.06  0.280
H -2.91 0.71 0.04  0.226
C -2.15 -2.64 -0.31  -0.677
C -1.67 -3.10 1.09  0.571
C -1.26 -2.07 2.14  -1.018
O -1.69 -4.42 1.46  -0.617
H -3.13 -2.09 -0.36  0.444
H -1.85 -3.30 -1.12  0.362
H -1.69 -1.87 -0.73  -0.057
H -0.32 -1.66 1.91  -0.012
H -1.27 -2.44 3.01  0.646
H -1.88 -1.22 2.25  0.334
C -1.36 -1.76 -4.05  -0.401
C -2.82 -2.21 -3.70  0.769
C -3.77 -1.08 -3.38  -0.922
O -3.08 -3.53 -3.65  -0.604
H -1.39 -0.80 -4.76  0.274
H -0.80 -2.70 -4.53  0.309
H -0.79 -1.50 -3.10  -0.127
H -3.95 -0.55 -4.24  0.500
H -3.15 -0.39 -2.86  -0.013
H -4.79 -1.34 -2.95  0.275

Results
**Kohn-Sham gap**: 0.34144 Eh
**Relative energy (zero: lowest compared OMol25 entry of this formula, charge and spin)**: 3.667 eV
**Electronic energy**: -1080.02199 hartree